# 1
{"formula": "C23H40Br2O18", "method": "wB97M-V/def2-TZVPD", "elements": ["C", "C", "C", "O", "C", "O", "O", "H", "H", "H", "H", "H", "H", "C", "C", "C", "O", "C", "O", "O", "H", "H", "H", "H", "H", "H", "C", "C", "C", "O", "C", "O", "O", "H", "H", "H", "H", "H", "H", "C", "O", "C", "O", "O", "C", "H", "H", "H", "H", "H", "H", "C", "O", "C", "O", "O", "C", "H", "H", "H", "H", "H", "H", "C", "O", "C", "O", "O", "C", "H", "H", "H", "H", "H", "H", "Br", "C", "C", "Br", "H", "H", "H", "H"], "coordinates": [[-2.947, -3.783, -2.316], [-3.525, -2.513, -1.618], [-4.523, -1.687, -2.362], [-5.717, -1.841, -1.681], [-5.507, -2.508, -0.561], [-6.433, -2.933, 0.135], [-4.185, -2.981, -0.452], [-2.154, -4.259, -1.738], [-2.586, -3.705, -3.341], [-3.737, -4.534, -2.349], [-2.735, -1.868, -1.234], [-4.709, -2.166, -3.323], [-4.206, -0.644, -2.379], [2.093, 7.478, 1.356], [0.952, 6.539, 1.873], [-0.486, 6.716, 1.288], [-0.937, 5.466, 0.988], [0.085, 4.596, 1.082], [0.051, 3.363, 0.927], [1.250, 5.266, 1.408], [3.037, 6.993, 1.608], [2.167, 8.533, 1.617], [1.987, 7.335, 0.280], [0.855, 6.549, 2.958], [-0.452, 7.285, 0.359], [-1.114, 7.346, 1.918], [3.379, -4.647, -2.140], [2.280, -4.702, -3.273], [1.081, -5.593, -2.795], [0.080, -4.618, -2.741], [0.410, -3.473, -3.244], [-0.272, -2.576, -3.705], [1.741, -3.479, -3.381], [3.054, -4.945, -1.143], [3.947, -3.717, -2.156], [4.158, -5.402, -2.247], [2.688, -5.319, -4.074], [1.262, -6.136, -1.867], [0.880, -6.447, -3.442], [-5.214, -4.032, 4.367], [-4.458, -2.949, 3.904], [-3.380, -3.220, 3.123], [-3.018, -4.351, 2.779], [-2.764, -2.010, 2.794], [-1.539, -2.107, 2.113], [-5.918, -4.387, 3.615], [-5.914, -3.854, 5.183], [-4.562, -4.859, 4.650], [-0.925, -2.867, 2.597], [-1.020, -1.149, 2.080], [-1.636, -2.493, 1.099], [2.869, -2.998, 3.514], [2.101, -2.301, 4.513], [1.245, -1.278, 4.159], [1.055, -0.780, 3.011], [0.586, -0.886, 5.300], [-0.368, 0.189, 5.279], [2.461, -3.115, 2.510], [3.012, -4.019, 3.870], [3.906, -2.667, 3.460], [-0.941, 0.115, 6.203], [-0.951, 0.131, 4.360], [0.249, 1.088, 5.260], [2.499, 3.697, -1.703], [2.933, 4.222, -2.949], [2.795, 5.529, -3.128], [2.265, 6.392, -2.391], [3.275, 5.697, -4.359], [3.236, 7.006, -4.961], [2.574, 4.473, -0.940], [3.190, 2.953, -1.306], [1.445, 3.420, -1.669], [3.232, 6.730, -6.016], [3.997, 7.738, -4.691], [2.234, 7.421, -4.845], [-0.975, 0.341, -0.388], [1.048, 0.264, -0.352], [1.545, 0.345, -1.862], [3.565, 0.219, -2.141], [1.288, -0.715, 0.063], [1.437, 1.042, 0.305], [1.314, 1.378, -2.125], [1.019, -0.342, -2.524]], "charge": 0, "e_above_lowest_kcal_mol": 1.0, "homo_energy_ha": -0.365, "smiles": "C[C@H]1COC(=O)O1.C[C@H]1COC(=O)O1.C[C@H]1COC(=O)O1.COC(=O)OC.COC(=O)OC.COC(=O)OC.BrCCBr"}

=====

# 2
{"formula": "C37H40F10NO33PS", "method": "wB97M-V/def2-TZVPD", "elements": ["C", "P", "C", "O", "S", "O", "O", "C", "C", "C", "N", "C", "C", "H", "H", "H", "H", "H", "H", "H", "H", "H", "H", "C", "C", "O", "C", "O", "O", "F", "H", "H", "H", "C", "C", "O", "C", "O", "O", "F", "H", "H", "H", "C", "C", "O", "C", "O", "O", "F", "H", "H", "H", "C", "C", "O", "C", "O", "O", "F", "H", "H", "H", "C", "C", "O", "C", "O", "O", "F", "H", "H", "H", "C", "C", "O", "C", "O", "O", "F", "H", "H", "H", "C", "C", "O", "C", "O", "O", "F", "H", "H", "H", "C", "C", "O", "C", "O", "O", "F", "H", "H", "H", "C", "C", "O", "C", "O", "O", "F", "H", "H", "H", "C", "C", "O", "C", "O", "O", "F", "H", "H", "H"], "coordinates": [[-1.831, -0.311, 1.300], [-1.041, 1.320, 1.431], [0.422, 1.242, 0.359], [-2.069, 2.344, 0.486], [-2.648, 3.616, 1.240], [-2.952, 4.573, 0.202], [-4.140, 3.055, 1.793], [-4.794, 2.036, 1.141], [-5.198, 0.929, 1.864], [-5.836, -0.089, 1.180], [-6.095, -0.083, -0.126], [-5.725, 1.014, -0.784], [-5.079, 2.094, -0.213], [-2.894, -0.204, 1.086], [-1.740, -0.773, 2.283], [-1.389, -0.955, 0.544], [1.278, 1.336, 1.025], [0.421, 2.098, -0.317], [0.512, 0.336, -0.243], [-5.022, 0.860, 2.928], [-6.156, -0.968, 1.723], [-5.951, 1.047, -1.844], [-4.803, 2.953, -0.806], [2.489, -2.935, -3.105], [3.220, -1.823, -2.387], [2.144, -1.056, -1.861], [1.109, -1.898, -1.659], [0.150, -1.649, -0.997], [1.306, -3.063, -2.305], [3.943, -1.045, -3.240], [2.209, -2.645, -4.120], [3.038, -3.868, -3.130], [3.856, -2.150, -1.577], [5.248, 0.461, 2.849], [3.806, 0.373, 3.304], [3.153, -0.102, 2.135], [4.055, -0.820, 1.422], [3.768, -1.549, 0.527], [5.305, -0.595, 1.872], [3.292, 1.578, 3.636], [5.451, 1.414, 2.370], [5.968, 0.292, 3.641], [3.617, -0.323, 4.123], [-9.128, -2.309, 0.578], [-9.169, -2.379, 2.093], [-10.062, -1.336, 2.417], [-10.917, -1.173, 1.363], [-11.928, -0.562, 1.405], [-10.439, -1.819, 0.276], [-7.957, -2.121, 2.646], [-8.378, -1.591, 0.237], [-8.958, -3.269, 0.099], [-9.549, -3.318, 2.499], [10.217, -0.652, 1.913], [10.782, 0.590, 1.256], [9.610, 1.335, 0.947], [8.655, 0.982, 1.843], [7.645, 1.587, 2.023], [9.006, -0.131, 2.502], [11.445, 0.320, 0.108], [9.958, -1.404, 1.167], [10.865, -1.102, 2.662], [11.424, 1.195, 1.897], [7.346, -2.107, -3.258], [7.089, -1.872, -1.783], [8.233, -2.463, -1.187], [9.253, -2.404, -2.092], [10.393, -2.595, -1.831], [8.776, -2.101, -3.316], [5.978, -2.512, -1.353], [6.976, -3.087, -3.565], [6.930, -1.339, -3.901], [7.031, -0.821, -1.494], [-4.473, 6.135, 2.855], [-5.365, 7.284, 2.436], [-5.575, 7.963, 3.660], [-4.493, 7.729, 4.458], [-4.234, 8.339, 5.438], [-3.761, 6.706, 3.959], [-6.557, 6.863, 1.949], [-5.060, 5.284, 3.201], [-3.792, 5.819, 2.072], [-4.916, 7.971, 1.717], [-5.488, 3.096, -4.469], [-5.296, 2.546, -5.864], [-5.925, 1.280, -5.775], [-6.894, 1.368, -4.820], [-7.765, 0.580, -4.669], [-6.723, 2.486, -4.077], [-3.990, 2.380, -6.182], [-4.687, 2.772, -3.802], [-5.575, 4.175, -4.439], [-5.778, 3.127, -6.652], [0.080, -7.099, -0.434], [0.125, -5.672, 0.082], [1.451, -5.292, -0.230], [1.848, -6.012, -1.310], [2.794, -5.749, -1.977], [1.011, -7.049, -1.520], [-0.059, -5.606, 1.421], [0.439, -7.796, 0.324], [-0.900, -7.409, -0.784], [-0.566, -4.982, -0.405], [11.193, -5.350, 1.478], [11.970, -5.915, 2.653], [12.615, -4.760, 3.166], [11.849, -3.689, 2.848], [11.960, -2.602, 3.314], [10.930, -4.018, 1.924], [12.903, -6.817, 2.274], [11.806, -5.317, 0.577], [10.265, -5.875, 1.272], [11.354, -6.355, 3.438], [-9.657, 4.327, -2.056], [-9.792, 5.824, -1.863], [-8.525, 6.290, -2.294], [-8.040, 5.399, -3.197], [-7.122, 5.616, -3.920], [-8.745, 4.251, -3.158], [-9.981, 6.166, -0.570], [-9.211, 3.853, -1.181], [-10.592, 3.833, -2.302], [-10.569, 6.293, -2.468]], "charge": 0, "homo_energy_ha": -0.328}

=====

# 3
{"formula": "C17H40B3NO8", "method": "wB97M-V/def2-TZVPD", "elements": ["C", "C", "O", "C", "C", "O", "C", "B", "O", "B", "O", "B", "C", "C", "O", "N", "C", "C", "O", "H", "H", "H", "H", "H", "H", "H", "H", "H", "H", "H", "H", "H", "H", "H", "H", "H", "H", "H", "H", "C", "C", "O", "C", "C", "H", "H", "H", "H", "H", "H", "H", "H", "H", "H", "C", "C", "O", "C", "C", "H", "H", "H", "H", "H", "H", "H", "H", "H", "H"], "coordinates": [[2.329, -0.912, 1.300], [2.984, -1.046, -0.171], [3.437, 0.231, -0.703], [2.317, 0.876, -1.336], [2.416, 2.467, -1.420], [2.709, 3.143, -0.191], [1.767, 2.870, 0.862], [0.287, 3.496, 0.681], [-0.388, 3.942, 1.902], [-1.762, 3.477, 1.727], [-2.158, 2.440, 0.796], [-1.451, 2.540, -0.448], [-1.600, 1.555, -1.722], [-2.551, 0.304, -1.464], [-3.747, 0.422, -1.845], [-2.182, -0.944, -0.785], [-2.262, -0.842, 0.700], [-0.885, -1.507, -1.263], [-0.469, 3.622, -0.535], [1.236, -0.623, 1.157], [2.834, -0.005, 1.796], [2.464, -1.867, 1.896], [2.275, -1.603, -0.867], [3.916, -1.712, -0.061], [2.193, 0.496, -2.421], [1.321, 0.622, -0.807], [1.491, 2.834, -1.976], [3.302, 2.692, -2.124], [2.203, 3.361, 1.810], [1.639, 1.766, 1.133], [-2.571, 4.038, 2.402], [-0.547, 1.284, -2.084], [-2.069, 2.155, -2.587], [-3.356, -0.595, 0.953], [-1.540, -0.098, 1.172], [-2.104, -1.909, 1.104], [-1.076, -2.427, -1.926], [-0.245, -0.792, -1.874], [-0.305, -1.860, -0.335], [1.990, 0.882, 6.894], [2.052, 1.435, 5.480], [0.789, 1.481, 4.831], [-0.211, 2.280, 5.452], [0.176, 3.742, 5.578], [1.560, -0.125, 6.892], [2.991, 0.836, 7.329], [1.370, 1.499, 7.546], [2.688, 0.784, 4.875], [2.521, 2.424, 5.465], [-0.482, 1.857, 6.425], [-1.104, 2.205, 4.825], [1.062, 3.878, 6.202], [-0.640, 4.315, 6.024], [0.401, 4.163, 4.594], [-2.282, -5.933, -5.847], [-2.615, -4.902, -4.782], [-1.470, -4.342, -4.155], [-0.560, -3.654, -5.003], [-1.182, -2.473, -5.728], [-1.684, -6.744, -5.420], [-3.198, -6.355, -6.268], [-1.706, -5.502, -6.667], [-3.195, -5.386, -3.993], [-3.250, -4.108, -5.189], [-0.099, -4.353, -5.709], [0.248, -3.289, -4.362], [-1.993, -2.781, -6.391], [-0.431, -1.961, -6.333], [-1.599, -1.761, -5.011]], "charge": 0, "homo_energy_ha": -0.338, "smiles": "CCOCCOCB1OBOB(CC(=O)N(C)C)O1.CCOCC.CCOCC"}

=====

# 4
{"formula": "C28H22F3N2OOsSSb", "method": "wB97M-V/def2-TZVPD", "elements": ["Os", "O", "C", "C", "C", "C", "C", "C", "C", "N", "C", "C", "N", "H", "H", "H", "H", "H", "H", "H", "S", "Sb", "C", "C", "C", "C", "C", "C", "C", "C", "C", "C", "C", "C", "C", "C", "C", "C", "C", "C", "H", "H", "H", "H", "H", "H", "H", "H", "H", "H", "H", "H", "H", "H", "H", "F", "C", "F", "F"], "coordinates": [[0.024, 0.149, -1.826], [-0.949, -1.194, -2.689], [-0.683, -2.062, -3.688], [-1.602, -3.081, -3.918], [-1.377, -3.975, -4.937], [-0.225, -3.874, -5.729], [0.681, -2.858, -5.511], [0.460, -1.923, -4.494], [1.365, -0.819, -4.270], [1.350, 0.065, -3.246], [2.403, 0.958, -3.443], [3.053, 0.605, -4.569], [2.398, -0.499, -5.063], [-2.480, -3.136, -3.288], [-2.091, -4.764, -5.127], [-0.042, -4.596, -6.512], [1.564, -2.807, -6.134], [2.602, 1.765, -2.762], [3.913, 1.030, -5.057], [2.645, -0.989, -5.907], [1.301, 1.101, -0.295], [0.103, 0.931, 1.800], [1.282, -0.396, 2.901], [1.022, -0.462, 4.269], [1.752, -1.343, 5.052], [2.727, -2.144, 4.471], [2.979, -2.073, 3.107], [2.255, -1.195, 2.312], [0.234, 2.814, 2.682], [1.527, 3.294, 2.884], [1.702, 4.531, 3.485], [0.594, 5.272, 3.880], [-0.690, 4.782, 3.683], [-0.879, 3.547, 3.082], [-1.778, 0.069, 1.508], [-2.964, 0.798, 1.528], [-4.171, 0.122, 1.438], [-4.189, -1.262, 1.320], [-3.002, -1.984, 1.286], [-1.788, -1.321, 1.388], [0.267, 0.164, 4.732], [1.561, -1.401, 6.115], [3.298, -2.826, 5.088], [3.742, -2.698, 2.663], [2.459, -1.137, 1.250], [2.396, 2.717, 2.589], [2.701, 4.912, 3.649], [0.734, 6.237, 4.349], [-1.548, 5.359, 4.001], [-1.884, 3.173, 2.942], [-2.962, 1.879, 1.579], [-5.098, 0.678, 1.458], [-5.136, -1.782, 1.254], [-3.020, -3.061, 1.196], [-0.865, -1.891, 1.394], [-1.584, 2.269, -3.009], [-1.632, 1.440, -1.973], [-1.708, 2.176, -0.840], [-2.748, 0.712, -2.051]], "charge": 2, "e_above_lowest_kcal_mol": 0.0, "homo_energy_ha": -0.530}

=====

# 5
{"formula": "C33H32ClN3O4RbS5", "method": "wB97M-V/def2-TZVPD", "elements": ["Rb", "C", "C", "S", "C", "C", "S", "C", "C", "S", "H", "H", "H", "H", "H", "H", "H", "H", "H", "H", "H", "H", "Cl", "C", "C", "C", "C", "O", "C", "C", "O", "C", "H", "H", "H", "H", "O", "S", "O", "N", "C", "C", "C", "C", "C", "C", "C", "C", "N", "C", "C", "C", "C", "C", "C", "C", "H", "H", "H", "H", "H", "H", "H", "H", "H", "H", "H", "S", "C", "N", "C", "C", "C", "C", "H", "H", "H", "H", "H"], "coordinates": [[0.529, 0.167, 0.304], [1.352, -3.627, 2.676], [-0.044, -3.704, 3.286], [-1.261, -2.642, 2.468], [-2.025, -1.809, 3.879], [-1.114, -0.978, 4.780], [-0.190, 0.302, 3.888], [1.516, -0.003, 4.423], [2.093, -1.407, 4.248], [2.106, -1.989, 2.526], [1.330, -3.987, 1.645], [2.020, -4.289, 3.232], [-0.016, -3.436, 4.342], [-0.380, -4.742, 3.237], [-2.571, -2.534, 4.488], [-2.758, -1.150, 3.411], [-0.407, -1.613, 5.316], [-1.740, -0.498, 5.534], [1.629, 0.292, 5.470], [2.093, 0.714, 3.834], [1.549, -2.126, 4.858], [3.120, -1.400, 4.621], [3.572, 7.336, 2.261], [2.575, 5.912, 2.060], [1.893, 5.387, 3.173], [1.111, 4.276, 3.043], [0.947, 3.593, 1.787], [0.242, 2.543, 1.717], [1.650, 4.169, 0.669], [1.580, 3.634, -0.670], [0.917, 2.686, -1.071], [2.455, 5.313, 0.842], [1.997, 5.876, 4.133], [0.580, 3.861, 3.891], [2.214, 4.182, -1.398], [2.980, 5.718, -0.016], [2.917, -3.163, -2.222], [2.374, -1.848, -1.940], [2.916, -1.140, -0.790], [0.814, -1.780, -1.797], [-0.073, -2.307, -2.685], [0.215, -2.979, -3.864], [-0.803, -3.452, -4.710], [-2.127, -3.289, -4.408], [-2.477, -2.631, -3.204], [-3.820, -2.446, -2.804], [-4.101, -1.830, -1.620], [-3.023, -1.382, -0.829], [-1.769, -1.517, -1.171], [-1.469, -2.138, -2.342], [2.799, -0.845, -3.361], [3.619, -1.358, -4.353], [3.948, -0.569, -5.448], [3.455, 0.723, -5.546], [2.630, 1.230, -4.548], [2.300, 0.448, -3.454], [1.248, -3.164, -4.127], [-0.519, -3.965, -5.622], [-2.908, -3.658, -5.061], [-4.613, -2.808, -3.450], [-5.118, -1.681, -1.282], [-3.217, -0.894, 0.123], [3.987, -2.370, -4.252], [4.589, -0.967, -6.225], [3.711, 1.337, -6.401], [2.242, 2.238, -4.622], [1.657, 0.845, -2.678], [-3.593, 1.438, 3.154], [-3.494, 1.719, 1.501], [-2.330, 2.059, 0.875], [-2.217, 2.300, -0.457], [-3.289, 2.187, -1.281], [-4.527, 1.823, -0.704], [-4.626, 1.600, 0.634], [-1.479, 2.208, 1.442], [-1.226, 2.589, -0.786], [-3.178, 2.364, -2.340], [-5.404, 1.718, -1.332], [-5.561, 1.325, 1.099]], "charge": -1, "e_above_lowest_kcal_mol": 0.0, "homo_energy_ha": -0.177}

=====

# 6
{"formula": "C3H12NO", "method": "wB97M-V/def2-TZVPD", "elements": ["C", "C", "C", "N", "H", "H", "H", "H", "H", "H", "H", "H", "H", "H", "H", "H", "O"], "coordinates": [[0.096, -0.175, -0.044], [1.465, -0.917, 0.118], [1.987, -1.725, -1.090], [-0.352, 0.538, 1.224], [0.158, 0.662, -0.738], [-0.675, -0.924, -0.242], [1.472, -1.568, 1.000], [2.245, -0.113, 0.084], [1.915, -2.813, -1.009], [1.320, -1.248, -1.844], [3.033, -1.556, -1.398], [-0.425, -0.088, 2.035], [0.309, 1.282, 1.469], [-1.269, 1.003, 1.102], [-3.419, 1.913, 0.268], [-2.781, 2.146, -1.126], [-2.586, 1.818, -0.251]], "charge": 2, "multiplicity": 2, "e_above_lowest_kcal_mol": 16.9, "homo_energy_ha": [-0.703, -0.703]}

=====

Number 1: electronic energy -7402.6616 Eh. Number 2: electronic energy -5709.9366 Eh. Number 3: electronic energy -1403.0631 Eh. Number 4: electronic energy -2293.0693 Eh. Number 5: electronic energy -4217.3251 Eh. Number 6: electronic energy -250.6796 Eh.